[1]
85
Properties=species:S:1:pos:R:3:forces:R:3 method="wB97M-V/def2-TZVPD" e_above_lowest_ev=0.429 multiplicity=1 homo_energy_ev=-4.123 homo_lumo_gap_ha=0.223 total_charge=-1
Ba 0.029622 -17.894758 8.054025 -0.696 -0.222 0.337
C 0.768638 -16.611766 4.543890 -0.736 0.654 0.198
C 0.987581 -18.106674 4.502071 -0.046 -0.308 -0.003
N -0.141781 -18.875130 5.057517 0.542 -0.790 -0.041
C -1.466320 -18.547071 4.512442 -0.190 0.615 0.691
C -1.606581 -18.508238 2.983392 -0.630 -0.128 0.304
C 0.156330 -20.322584 4.924438 0.437 -0.920 0.962
C -0.029894 -21.174230 6.229375 -0.294 0.352 0.148
N 0.712498 -20.668584 7.384550 0.460 0.423 -1.165
C 1.912446 -21.170796 7.637242 0.859 -0.931 0.536
C 2.841112 -20.383321 8.386008 -1.509 0.413 -0.060
F 2.333794 -19.122125 8.660896 0.913 -0.143 0.544
C 4.045375 -20.780892 8.872258 0.346 -0.189 0.011
F 4.683535 -19.995025 9.778201 0.149 0.031 -0.615
C 4.609374 -21.996332 8.479477 -0.814 -0.459 0.398
C 3.742431 -22.880995 7.818302 0.359 1.201 -0.048
F 4.174772 -24.115503 7.486292 0.031 0.112 -0.068
C 2.481022 -22.492369 7.417303 -0.435 0.558 -1.012
F 1.839372 -23.325176 6.530980 0.125 -0.251 0.609
H 1.547364 -16.089349 4.010725 0.401 0.091 -0.193
H -0.182499 -16.302091 4.067073 0.490 -0.232 0.202
H 0.754879 -16.169192 5.555001 -0.010 -0.287 -0.194
H 1.194041 -18.430766 3.455341 0.018 0.179 0.432
H 1.868637 -18.383218 5.121474 -0.350 0.145 -0.479
H -2.189881 -19.259481 5.007121 0.631 0.789 -0.665
H -1.699282 -17.505137 4.871838 -0.146 -1.038 -0.146
H -1.248835 -19.398994 2.468731 -0.092 -0.157 0.121
H -2.680378 -18.369133 2.776711 0.377 -0.128 -0.168
H -1.082092 -17.660901 2.553996 0.117 0.163 0.004
H -0.429491 -20.806937 4.138157 -0.292 0.181 -0.084
H 1.195354 -20.531009 4.630172 -0.036 0.650 -0.013
H -1.086732 -21.076352 6.517948 -0.006 -0.466 -0.213
H 0.245686 -22.219904 5.972345 -0.672 0.676 0.066
H 5.621079 -22.251125 8.720714 0.186 -0.221 0.300
S -0.839939 -17.704142 11.097313 2.061 -0.831 0.401
C -2.154848 -16.835618 10.544092 -0.865 2.239 2.220
S -2.853771 -17.116857 9.078196 -0.930 -0.350 -1.838
C -2.684061 -15.804225 11.444702 1.012 -1.472 -1.241
C -1.928715 -15.304002 12.520599 0.667 0.924 1.575
N -1.379764 -14.773384 13.415767 -0.528 -0.940 -1.437
C -3.896612 -15.157137 11.198314 -2.181 1.798 -0.158
N -4.881212 -14.524169 11.103392 1.552 -1.224 0.034
C 1.028856 -24.128185 10.871724 0.364 0.453 -0.178
N 2.280133 -23.613529 11.440372 0.188 -0.207 0.011
C 3.491989 -24.425320 11.190574 -0.030 0.647 -0.066
C 2.362317 -22.348715 11.965955 -0.686 0.031 -0.480
S 1.338334 -21.101865 11.528465 0.355 -0.347 0.134
N 3.358490 -22.198203 12.925189 0.253 -0.663 0.281
C 3.117416 -22.848092 14.236995 0.219 0.184 -0.337
C 4.006101 -20.914083 13.019815 0.179 0.891 0.259
H 0.805744 -25.083284 11.375466 -0.153 0.312 -0.233
H 1.101664 -24.290016 9.780500 0.161 0.006 0.395
H 0.258295 -23.357746 11.017863 0.155 -0.524 0.126
H 3.605087 -24.596215 10.080392 -0.220 -0.050 1.155
H 3.479275 -25.363685 11.770214 -0.117 0.144 -0.429
H 4.354664 -23.836687 11.543173 -0.347 -0.306 -0.239
H 2.392409 -23.668473 14.150504 0.286 0.254 -0.144
H 2.711979 -22.104821 14.946476 0.051 -0.208 -0.196
H 4.065464 -23.239059 14.648969 -0.373 0.121 -0.180
H 4.475493 -20.630757 12.062466 -0.269 -0.236 0.367
H 4.802511 -20.984221 13.785897 -0.380 0.048 -0.335
H 3.296410 -20.097687 13.289354 0.388 -0.452 0.011
C 1.496631 -13.764654 11.868017 0.338 0.756 -0.449
N 1.791328 -15.090813 11.240236 0.202 -0.183 -0.103
C 2.597239 -15.925639 12.198210 0.401 -0.421 -0.776
C 2.468630 -14.977704 9.849623 0.397 -0.425 0.158
C 1.563213 -14.280527 8.846044 0.526 0.831 -0.146
C 1.858409 -12.956431 8.457276 0.486 -0.957 0.563
C 1.077812 -12.385946 7.478136 0.064 1.341 -0.808
C -0.037737 -13.038529 6.939923 -0.348 -0.395 0.193
C -0.394369 -14.308490 7.452345 0.253 1.525 -0.855
C 0.470010 -14.947900 8.320213 -0.059 -2.217 0.973
H 0.821408 -13.889839 12.702725 -0.183 -0.285 0.183
H 1.019216 -13.081214 11.148091 0.173 -0.549 0.095
H 2.438528 -13.291927 12.206811 -0.331 -0.440 -0.225
H 0.882486 -15.588726 11.086752 0.178 0.083 -0.048
H 3.608891 -15.505602 12.274368 -0.362 0.153 0.019
H 2.722086 -16.959384 11.812139 -0.448 0.642 0.172
H 2.108544 -15.928895 13.165820 -0.119 -0.055 0.002
H 2.723527 -16.038662 9.548276 -0.465 1.090 0.353
H 3.438864 -14.440092 10.008070 -0.814 -0.316 0.042
H 2.749950 -12.459041 8.870748 -0.503 0.053 -0.222
H 1.361635 -11.374854 7.115844 -0.328 -0.756 0.163
H -0.606132 -12.561806 6.122372 0.221 -0.192 0.581
H -1.343988 -14.773884 7.145976 0.420 0.114 -0.040


[2]
86
Properties=species:S:1:pos:R:3:forces:R:3 method="wB97M-V/def2-TZVPD" multiplicity=1 homo_energy_ev=-6.948 homo_lumo_gap_ha=0.225
Ca -0.594385 0.029809 0.071454 -1.226 0.076 -1.031
C -1.577510 4.478271 -5.693681 0.069 -0.070 0.169
C -1.132143 3.748137 -4.446729 -0.116 -0.096 -0.195
C -0.481507 4.386531 -3.428996 0.065 0.139 0.014
C -0.028537 3.696172 -2.284005 0.052 0.162 0.099
C 0.776024 4.357608 -1.329737 -0.165 0.023 -0.145
N 1.243496 3.800191 -0.252404 0.458 0.136 0.207
C 2.297315 4.384715 0.587311 -0.049 -0.030 0.032
C 2.602982 3.520143 1.804938 -0.451 0.012 -0.042
C 1.611460 3.645837 2.961786 0.100 -0.128 -0.077
N 0.369215 2.907554 2.714394 0.236 0.274 0.304
C -0.707481 3.125428 3.409370 -0.212 -0.019 -0.042
C -1.900098 2.375009 3.355042 0.075 0.080 0.077
C -2.820628 2.478806 4.423485 0.093 -0.015 0.076
C -3.880473 1.625022 4.545958 -0.134 -0.017 0.095
C -4.841832 1.681483 5.708057 0.095 -0.091 -0.140
C -3.996842 0.602871 3.576225 -0.029 0.027 0.077
C -3.184021 0.495431 2.475250 0.186 -0.310 -0.226
C -3.285239 -0.722986 1.646529 -0.013 0.249 -0.095
N -2.688741 -0.936795 0.544413 -0.539 -0.385 0.388
C -2.699833 -2.307120 0.031282 -0.022 0.104 -0.240
C -2.773665 -2.384552 -1.500236 0.259 0.300 0.181
C -1.483930 -1.955937 -2.223481 -0.508 0.046 0.107
N -1.262672 -0.520892 -2.100508 -0.055 -0.063 -0.965
C -1.241004 0.185462 -3.155946 0.008 0.126 0.173
C -0.977099 1.639026 -3.195074 -0.001 -0.368 0.116
C -1.345518 2.356164 -4.306320 -0.057 0.159 0.008
C -0.290733 2.300468 -2.115179 -0.082 0.024 -0.322
O 0.108297 1.692674 -1.087381 0.442 0.707 -0.597
C -2.141094 1.476980 2.263029 -0.410 0.168 -0.077
O -1.507151 1.596585 1.183091 -0.500 0.679 0.886
H -2.169063 5.360592 -5.444314 -0.003 -0.024 -0.032
H -2.183567 3.829690 -6.325491 -0.011 0.040 -0.002
H -0.718147 4.808103 -6.280595 -0.030 -0.002 -0.020
H -0.295541 5.456716 -3.495081 0.039 -0.067 -0.019
H 1.063582 5.389521 -1.518703 -0.004 0.026 0.040
H 0.989965 2.806240 -0.150163 -0.073 -0.099 -0.019
H 2.005841 5.393577 0.886089 -0.080 0.045 -0.019
H 3.205911 4.471147 -0.008857 0.012 -0.008 -0.093
H 3.585549 3.800979 2.179885 0.050 -0.009 -0.012
H 2.637364 2.468376 1.506005 0.194 0.004 0.050
H 1.364554 4.691010 3.153111 -0.033 0.047 0.021
H 2.091537 3.244455 3.855944 -0.043 -0.060 0.051
H 0.487950 1.997394 2.228564 -0.015 -0.078 -0.190
H -0.660925 3.937856 4.132424 0.039 0.041 -0.013
H -2.635202 3.222934 5.194755 -0.027 -0.018 -0.039
H -4.647083 2.550035 6.336895 -0.023 -0.012 -0.019
H -4.747816 0.787283 6.329307 -0.027 0.041 0.013
H -5.875614 1.731220 5.360172 0.011 0.038 0.040
H -4.773152 -0.147298 3.717641 0.070 0.009 -0.013
H -3.879706 -1.522375 2.104775 -0.112 -0.004 -0.015
H -3.524117 -2.879350 0.467467 -0.014 -0.061 0.078
H -1.755377 -2.758452 0.364071 -0.094 -0.089 0.034
H -3.601675 -1.764916 -1.855340 -0.057 -0.090 -0.029
H -2.979361 -3.420084 -1.775595 -0.028 -0.013 -0.004
H -1.537503 -2.253319 -3.275086 0.045 -0.037 -0.071
H -0.626091 -2.457361 -1.768380 0.062 -0.003 -0.063
H -1.422209 -0.278861 -4.131682 -0.037 -0.021 -0.053
H -1.851788 1.829704 -5.112520 0.062 0.014 0.020
O 2.232212 -1.624425 2.222665 0.002 0.028 0.064
S 1.230198 -0.846085 1.541543 1.188 -0.499 0.479
O -0.173500 -1.182455 1.935026 0.559 -0.155 0.325
O 1.279085 -1.034832 0.030594 0.766 -0.301 1.224
O 1.396340 0.638153 1.735846 -0.140 -0.141 -0.003
C 4.456157 -5.074089 -1.230352 -0.214 0.072 0.042
N 4.171486 -4.194931 -0.106692 0.090 0.087 0.160
C 3.208681 -4.851118 0.776592 -0.087 0.052 -0.321
N 1.977543 -5.245954 0.083612 -0.127 0.046 0.140
C 2.317596 -6.085510 -1.058196 0.105 0.194 0.059
N 3.267560 -5.472562 -1.980196 0.014 -0.039 -0.256
C 2.668610 -4.306309 -2.648789 -0.054 0.040 0.263
P 2.092404 -2.906353 -1.517145 0.397 -0.907 -0.442
C 3.682554 -2.874170 -0.523268 -0.184 -0.078 -0.018
C 1.206931 -4.065031 -0.321063 0.228 0.090 -0.142
H 4.927201 -5.980046 -0.840680 0.036 -0.016 0.000
H 5.152452 -4.577424 -1.909620 0.017 0.000 -0.003
H 2.954732 -4.172188 1.590631 0.007 -0.014 0.030
H 3.672348 -5.755605 1.177270 0.020 -0.013 0.034
H 1.403278 -6.328903 -1.604668 -0.010 -0.033 0.001
H 2.759323 -7.011172 -0.680295 0.007 -0.018 0.006
H 1.811733 -4.647801 -3.239064 0.022 -0.011 -0.040
H 3.403273 -3.901030 -3.350758 -0.020 0.007 -0.049
H 3.479508 -2.290283 0.372941 0.111 0.096 -0.021
H 4.459552 -2.373759 -1.105136 0.024 0.030 -0.018
H 0.272515 -4.409961 -0.775802 -0.066 0.027 0.014
H 0.975296 -3.479074 0.567806 -0.135 -0.051 0.039


[3]
107
Properties=species:S:1:pos:R:3:forces:R:3 method="wB97M-V/def2-TZVPD" e_above_lowest_ev=13.044 multiplicity=1 homo_energy_ev=-11.719 homo_lumo_gap_ha=0.155 total_charge=+1
Mg 6.272100 2.699390 10.599290 1.380 -0.908 -0.597
C 11.269830 0.724880 11.798470 -0.834 -0.016 -0.282
C 10.584430 1.344830 10.545410 0.397 -0.420 1.217
O 9.439670 2.082540 10.825270 0.303 0.098 -0.067
H 12.233940 0.269980 11.571210 0.013 0.096 -0.456
H 10.647060 -0.079720 12.189480 -0.022 0.282 0.556
H 11.477200 1.548030 12.482230 -0.287 -0.291 0.354
H 10.423640 0.523840 9.846690 -0.495 -0.268 -0.413
H 11.423770 1.885920 10.108550 -0.477 1.019 -0.823
C 11.720410 -5.300680 9.793400 -0.322 -0.835 -0.198
C 11.906560 -4.119020 10.706790 1.028 -0.785 -0.063
O 11.225860 -4.263420 11.961950 -0.550 -1.407 2.245
C 11.634210 -5.188600 12.932620 5.647 -0.307 -3.014
O 12.750470 -5.802640 12.881210 -5.206 2.471 0.293
C 10.696610 -5.323680 14.131960 0.633 2.061 0.314
F 9.704050 -4.397720 14.038290 0.251 -1.103 0.243
F 10.243130 -6.548700 14.153010 -0.607 -0.310 0.446
F 11.376810 -5.035630 15.285370 -0.728 -0.619 -1.174
H 11.769190 -6.272590 10.284440 0.159 0.158 0.400
H 12.535510 -5.330190 9.070330 -0.206 0.196 -0.249
H 10.747750 -5.289190 9.301570 0.093 0.152 -0.211
H 11.520770 -3.238940 10.192280 -0.153 0.158 0.619
H 12.977400 -3.995540 10.868530 -0.036 0.196 0.336
C 9.397560 4.873010 6.340680 -0.317 1.380 1.748
C 8.654940 3.868890 5.589850 1.261 -1.926 -2.862
O 7.296740 4.142300 5.314930 -2.625 -0.183 1.625
C 6.363370 3.793640 6.213670 1.354 0.364 0.895
O 6.545350 3.410680 7.365510 -0.146 0.268 -1.598
C 4.951390 4.030490 5.637250 -0.093 0.813 1.235
F 4.988110 4.898130 4.639180 -0.396 -0.217 0.184
F 4.418780 2.884060 5.236330 -0.201 0.245 0.145
F 4.205800 4.572650 6.679310 0.522 -0.804 -1.477
H 10.483360 4.918810 6.256860 -0.131 -0.634 -0.335
H 9.145740 4.717030 7.389660 0.234 0.430 0.252
H 9.047490 5.860630 6.040410 -0.043 0.107 0.083
H 8.754770 2.829300 5.901910 -0.058 0.122 0.556
H 8.981650 3.851560 4.550110 0.608 -0.055 0.007
C 2.672240 -1.768370 12.309290 0.776 0.126 0.479
C 4.203630 -1.882990 12.382350 -0.521 0.762 3.212
O 4.771180 -2.452850 11.250060 0.906 0.393 -2.454
C 5.282450 -1.617640 10.340620 -0.053 2.038 1.368
O 5.448710 -0.396930 10.480270 -0.428 -2.147 -0.333
C 5.718520 -2.311710 9.043510 0.775 1.938 -0.715
F 7.006490 -2.003970 8.807640 0.316 -0.033 0.421
F 5.564770 -3.566680 9.036720 -0.124 -3.018 0.639
F 5.050120 -1.844990 8.000700 -0.855 0.921 -0.367
H 2.457110 -0.970050 11.599010 -0.526 -0.491 -0.328
H 2.230860 -1.460270 13.257110 0.487 0.323 0.222
H 2.188780 -2.735870 12.173910 0.137 0.128 -0.831
H 4.576140 -2.418440 13.255640 -0.517 -1.134 -0.255
H 4.697070 -0.960910 12.689560 -0.294 0.679 -0.995
C 15.098450 6.650060 18.362580 0.936 1.013 0.830
C 16.253810 6.171490 17.497500 -0.628 0.466 0.237
O 15.542460 5.646160 16.389470 -0.258 -1.236 -3.269
C 16.134240 5.444020 15.174920 0.883 -0.594 2.216
O 17.318950 5.457170 14.946390 -1.573 0.299 0.008
C 15.124010 5.025570 14.076960 -1.924 -0.587 -2.173
F 15.395230 3.816670 13.517330 -0.453 -0.434 2.117
F 13.734840 5.110490 14.392750 2.933 -0.451 -0.030
F 15.288720 5.761150 12.988460 -0.067 1.963 0.210
H 14.386260 7.252680 17.798920 -0.177 -0.499 -0.122
H 15.476740 7.355370 19.102530 0.167 -0.072 0.249
H 14.672720 5.821300 18.928270 -0.333 0.081 -0.360
H 16.799870 5.398020 18.037550 0.289 -0.021 -0.389
H 16.904050 6.946950 17.092590 0.152 0.060 0.487
C 11.157170 -1.607520 4.680030 -0.243 0.708 0.168
C 10.820900 -2.866390 3.937090 1.374 -0.325 0.721
O 9.410070 -2.904100 3.752600 0.040 1.850 -0.369
C 8.826870 -3.986690 3.391460 1.565 -5.757 0.506
O 9.341540 -5.144770 3.482070 -2.073 4.350 -0.612
C 7.372740 -3.787510 2.864820 0.922 -1.536 0.225
F 6.496880 -3.709870 3.888860 0.306 0.327 -0.655
F 7.304310 -2.717020 2.082670 -0.453 -0.032 0.181
F 7.102240 -4.900880 2.155730 -0.428 0.961 0.194
H 12.225990 -1.555400 4.887400 -0.061 -0.185 0.168
H 10.572510 -1.561960 5.598830 0.249 -0.110 0.224
H 10.911830 -0.687060 4.150260 -0.080 -0.139 -0.358
H 11.178170 -3.715680 4.519480 -0.475 -0.186 0.094
H 11.399460 -2.937840 3.016080 -0.641 0.081 -0.472
C 10.259100 3.555030 17.713450 -0.557 -1.570 0.494
C 10.298850 4.996270 17.365220 0.071 0.533 -0.704
O 9.200490 5.654220 18.036660 0.019 1.166 1.101
C 9.396840 6.842230 18.641070 2.500 1.554 -0.163
O 10.312990 7.649190 18.465030 -2.030 -2.316 0.126
C 8.325850 7.212260 19.715040 -0.421 -1.103 0.826
F 7.781790 8.384920 19.404480 0.331 -0.108 0.381
F 7.358980 6.285230 19.727880 -0.161 0.147 -0.109
F 8.803210 7.229380 21.016580 -0.090 0.402 -2.073
H 9.343720 3.036660 17.428000 -0.215 0.383 -0.803
H 10.196240 3.297630 18.770760 0.844 0.587 0.306
H 11.076200 3.016410 17.233530 0.116 0.079 0.157
H 10.148880 5.107100 16.291290 -0.185 0.139 -0.044
H 11.259660 5.474380 17.555840 -0.174 0.106 0.492
C 18.633710 -3.492550 8.112220 1.220 0.226 -1.210
C 17.506280 -3.406220 9.052720 -1.337 0.144 -1.111
O 18.044160 -3.097950 10.287320 0.714 1.657 4.532
C 17.503000 -2.197900 11.194180 -4.139 0.568 -5.013
O 16.465100 -1.543790 10.919250 3.689 -1.996 1.386
C 18.134310 -2.126090 12.552470 1.367 -0.831 0.812
F 17.320610 -2.845100 13.359510 0.540 0.668 -0.033
F 19.379290 -2.694860 12.608860 -1.353 0.719 -0.098
F 18.227480 -0.856200 12.960410 -0.157 -0.820 -0.006
H 18.979880 -2.492290 7.851960 0.061 0.080 0.017
H 18.313660 -3.955690 7.178860 0.086 -0.154 0.023
H 19.499950 -4.011690 8.522370 -0.194 -0.267 -0.020
H 16.982760 -4.361250 9.096920 -0.182 0.033 0.330
H 16.837100 -2.629900 8.681740 -0.345 -0.034 0.387